Entry 1:
The following is a quantum chemistry calculation of a molecular structure, C26H29BClN12NiO6S, from the OMol25 dataset.

Geometry as XYZ:
```
77
Properties=species:S:1:pos:R:3:lowdin_spin:R:1
Ni -0.533 -0.469 -1.126 1.73
C 1.683 -3.111 -2.654 0.00
C 1.232 -3.094 -1.239 0.01
C 1.228 -4.135 -0.307 0.00
C 0.891 -3.543 0.891 0.00
N 0.727 -2.230 0.682 0.00
N 0.913 -1.960 -0.621 0.04
B 0.483 -1.077 1.668 0.00
N -0.997 -0.687 1.675 0.00
C -1.944 -0.973 2.580 0.00
C -3.142 -0.474 2.125 0.00
C -2.859 0.103 0.880 0.01
C -3.812 0.806 -0.009 0.00
N -1.551 -0.028 0.640 0.05
N 1.283 0.122 1.091 0.00
C 2.377 0.728 1.573 0.00
C 2.915 1.513 0.577 0.00
C 2.080 1.320 -0.532 0.00
C 2.265 1.838 -1.909 0.00
N 1.100 0.496 -0.184 0.07
N 0.956 -1.409 3.063 0.00
C 0.789 -0.662 4.182 0.00
C 1.383 -1.327 5.228 0.00
C 1.907 -2.501 4.654 0.00
C 2.643 -3.612 5.315 0.00
N 1.641 -2.518 3.363 0.00
H 1.196 -3.908 -3.212 0.00
H 2.760 -3.289 -2.684 0.00
H 1.476 -2.146 -3.111 0.00
H 1.424 -5.171 -0.494 0.00
H 0.792 -3.969 1.866 0.00
H -1.714 -1.505 3.480 0.00
H -4.099 -0.540 2.598 0.00
H -4.824 0.689 0.371 0.00
H -3.772 0.396 -1.017 0.00
H -3.572 1.866 -0.092 0.00
H 2.714 0.562 2.577 0.00
H 3.785 2.133 0.631 0.00
H 2.724 2.823 -1.876 0.00
H 1.313 1.886 -2.429 0.00
H 2.921 1.162 -2.456 0.00
H 0.262 0.271 4.150 0.00
H 1.440 -1.022 6.252 0.00
H 2.779 -3.404 6.372 0.00
H 3.616 -3.750 4.848 0.00
H 2.092 -4.544 5.205 0.00
N 2.151 5.149 1.763 0.00
C 1.275 4.658 0.830 0.00
C 1.310 5.129 -0.488 0.00
C 0.482 4.580 -1.444 0.00
C -0.394 3.567 -1.095 0.00
C -0.465 3.109 0.207 0.00
C 0.373 3.641 1.165 0.00
S -1.446 2.831 -2.332 0.00
O -2.815 3.043 -1.965 0.05
O -1.012 3.277 -3.627 0.04
N -1.015 1.214 -2.182 0.46
C -1.372 0.439 -3.187 0.01
N -2.270 0.798 -4.103 0.13
C -2.615 -0.055 -5.029 -0.01
C -2.089 -1.341 -5.091 0.20
C -1.147 -1.648 -4.122 0.01
N -0.746 -0.773 -3.225 0.15
H 2.604 6.025 1.564 0.00
H 1.965 4.956 2.733 0.00
H 1.993 5.925 -0.746 0.00
H 0.500 4.915 -2.467 0.00
H -1.169 2.332 0.447 0.00
H 0.343 3.276 2.180 0.00
H -3.363 0.292 -5.728 0.00
H -2.403 -2.058 -5.830 0.01
H -0.684 -2.624 -4.082 0.00
O -3.325 -1.353 -2.172 0.00
Cl -3.026 -2.473 -1.348 0.00
O -3.037 -3.656 -2.116 0.00
O -3.903 -2.546 -0.248 0.00
O -1.670 -2.287 -0.845 0.03
```

Calculated values
HOMO-LUMO gap (spin up / spin down) ... 8.25 / 4.52 eV
2S+1 ... 4

---

Entry 2:
The following is a quantum chemistry calculation of a molecular structure, C26H29BrF4N6SSbSe4Y, from the OMol25 dataset.

Geometry as XYZ:
```
73
Properties=species:S:1:pos:R:3:mulliken_charge:R:1
Y 0.091 -0.445 0.547 -0.09
C -2.689 -2.753 -2.876 -1.65
C -1.477 -2.189 -2.194 0.23
N -1.493 -1.782 -0.924 0.37
N -2.787 -1.692 -0.419 -0.52
C -2.987 -1.576 0.918 0.35
N -4.295 -1.351 1.281 -0.39
S -1.714 -1.906 2.022 -0.51
C -0.223 -2.195 -2.858 0.47
C -0.101 -2.120 -4.260 -0.74
C 1.172 -1.887 -4.783 -0.48
C 2.272 -2.062 -3.950 -0.68
C 2.039 -2.334 -2.596 -0.08
N 0.844 -2.252 -2.043 0.08
H -3.467 -3.005 -2.140 0.45
H -3.059 -2.041 -3.648 0.14
H -2.384 -3.668 -3.406 0.43
H -3.485 -1.231 -1.050 0.54
H -5.041 -1.598 0.615 0.22
H -4.528 -1.513 2.259 0.27
H -0.968 -2.082 -4.912 0.35
H 1.294 -1.583 -5.803 0.60
H 3.284 -2.028 -4.326 0.41
H 2.880 -2.580 -1.951 0.23
C -3.487 1.552 -1.194 -0.80
C -2.469 2.600 -0.827 -0.17
N -1.642 2.227 0.363 1.28
C -2.526 2.390 1.575 -0.78
C -2.067 1.710 2.863 -0.99
C -0.505 3.203 0.333 -1.49
C 0.601 2.967 1.338 -0.88
N 0.991 1.576 1.536 0.55
C 1.606 1.419 2.761 0.11
C 1.579 0.169 3.359 0.20
F 0.898 -0.848 2.659 -0.11
C 2.286 -0.187 4.478 -0.12
F 2.303 -1.471 4.919 -0.34
C 3.034 0.771 5.178 -0.74
C 3.004 2.070 4.664 0.29
F 3.662 3.028 5.362 -0.34
C 2.339 2.399 3.485 0.31
F 2.327 3.687 3.046 -0.34
H -3.932 1.735 -2.178 0.43
H -4.276 1.483 -0.449 0.43
H -3.004 0.559 -1.295 -0.31
H -2.992 3.550 -0.591 0.36
H -1.825 2.802 -1.686 -0.36
H -3.497 1.958 1.285 0.33
H -2.768 3.473 1.654 0.38
H -1.926 0.637 2.704 0.03
H -2.853 1.832 3.632 0.46
H -1.125 2.097 3.248 0.18
H -0.907 4.226 0.448 0.31
H -0.089 3.128 -0.669 0.42
H 0.264 3.473 2.262 0.57
H 1.467 3.530 0.959 0.43
H 3.560 0.541 6.084 0.50
Se 1.099 1.243 -6.144 -0.78
Sb -0.622 1.631 -4.411 0.70
Se 0.367 0.989 -2.323 -0.34
Se -2.651 0.447 -5.038 -0.79
Se -1.142 4.042 -4.210 -0.82
Br 6.245 -3.812 1.035 -0.27
C 4.677 -2.796 0.813 0.13
C 4.776 -1.477 0.434 -0.37
C 3.613 -0.758 0.239 -0.85
C 2.365 -1.344 0.500 0.88
C 2.292 -2.685 0.822 -0.10
C 3.475 -3.424 1.003 -0.72
H 5.763 -1.073 0.280 0.40
H 3.709 0.288 -0.077 0.43
H 1.374 -3.211 1.024 0.32
H 3.448 -4.474 1.247 0.41
```

Calculated values
Net charge ... -2
HOMO-LUMO gap ... 3.74 eV
Relative energy (zero: lowest compared OMol25 entry of this formula, charge and spin) ... 0.0 kcal per mole

---

Entry 3:
The following is a quantum chemistry calculation of a molecular structure, C26H29CeClPSi, from the OMol25 dataset.

Geometry as XYZ:
```
59
Properties=species:S:1:pos:R:3:lowdin_spin:R:1
C -0.728 -1.931 3.619 0.00
C -0.621 -2.514 2.312 0.00
C 0.783 -2.662 2.008 0.00
H -1.459 -2.865 1.727 0.00
C 1.534 -2.172 3.141 0.00
C 0.604 -1.707 4.125 0.00
H 0.839 -1.374 5.135 0.00
H -1.635 -1.828 4.185 0.00
H 1.196 -3.143 1.123 0.00
H 2.610 -2.229 3.273 0.00
Ce 0.377 -0.206 2.032 1.03
Cl 2.740 0.847 1.791 -0.01
P 0.509 -0.200 -1.341 0.00
C 1.606 -1.265 -2.372 0.00
C 1.180 -1.975 -3.505 0.00
H 0.136 -1.928 -3.828 0.00
C 2.092 -2.745 -4.239 0.00
H 1.746 -3.287 -5.115 0.00
C 3.434 -2.811 -3.846 0.00
H 4.140 -3.414 -4.421 0.00
C 3.859 -2.106 -2.719 0.00
H 4.908 -2.149 -2.415 0.00
C 2.961 -1.346 -1.971 0.00
H 3.289 -0.801 -1.083 0.00
C -1.137 -0.630 -2.047 0.00
C -1.772 -1.771 -1.506 0.00
H -1.273 -2.340 -0.716 0.00
C -3.017 -2.163 -1.991 0.00
H -3.497 -3.052 -1.574 0.00
C -3.651 -1.435 -3.000 0.00
H -4.629 -1.747 -3.373 0.00
C -3.030 -0.301 -3.533 0.00
H -3.510 0.275 -4.320 0.00
C -1.775 0.105 -3.057 0.00
H -1.298 0.992 -3.480 0.00
C 0.805 1.448 -2.118 0.00
C 1.511 1.644 -3.314 0.00
H 1.937 0.791 -3.851 0.00
C 1.673 2.936 -3.835 0.00
H 2.218 3.070 -4.765 0.00
C 1.134 4.038 -3.160 0.00
H 1.263 5.043 -3.568 0.00
C 0.437 3.845 -1.968 0.00
H 0.009 4.702 -1.439 0.00
C 0.271 2.569 -1.437 0.00
H -0.276 2.422 -0.502 0.00
C -1.977 0.330 5.654 0.00
Si -1.538 1.474 4.179 -0.01
C -2.378 3.061 4.812 0.00
C 0.087 2.322 3.478 0.00
H -2.880 -0.257 5.408 0.00
H -2.237 0.949 6.529 0.00
H -1.196 -0.376 5.965 0.00
H -1.712 3.470 5.583 0.00
H -2.492 3.800 4.013 0.00
H -3.358 2.896 5.269 0.00
H 0.094 3.300 3.984 0.00
H 1.069 1.860 3.674 0.00
H 0.024 2.541 2.391 0.00
```

Calculated values
HOMO-LUMO gap (spin up / spin down) ... 5.54 / 5.59 eV
2S+1 ... 2

---

| no. | maximum force (eV Å⁻¹) |
| --- | --- |
| 1 | 2.685 |
| 2 | 3.634 |
| 3 | 4.500 |